Record 1
C51H52N4O9PRuSb as an isolated structure in a non-equilibrium geometry. Source: the OMol25 dataset; level of theory: ωB97M-V/def2-TZVPD.

```
119
Properties=species:S:1:pos:R:3:forces:R:3:mulliken_charge:R:1
Ru -1.845 0.678 0.424 -1.008 -1.095 0.606 -0.47
C 0.220 5.364 -2.514 -0.351 -1.111 1.596 -0.72
C -1.082 4.902 -2.241 0.369 -0.263 -0.288 -0.70
C -1.343 4.022 -1.182 -1.558 0.181 -1.629 -0.55
C -0.337 3.592 -0.353 -1.512 -0.340 0.757 0.56
C 0.918 4.027 -0.591 1.555 0.963 -0.073 -0.46
C 1.210 4.932 -1.624 0.214 0.029 0.270 -0.58
P -0.930 2.621 1.073 0.632 0.353 0.785 3.04
C 0.405 2.531 2.282 1.122 -1.059 0.278 0.57
C 1.482 1.691 1.887 0.224 0.648 -0.153 -0.55
C 2.588 1.499 2.726 -2.199 0.370 -0.445 -0.61
C 2.520 2.017 4.016 0.701 -1.091 -0.166 -0.73
C 1.389 2.661 4.494 0.243 0.256 0.838 -0.83
C 0.360 2.976 3.619 1.020 -0.790 -1.268 -1.06
C -2.261 3.514 1.868 0.416 0.724 0.234 0.06
C -2.209 4.791 2.337 1.318 -0.151 0.430 -0.14
C -3.363 5.459 2.708 -1.878 0.743 -0.336 -1.10
C -4.608 4.875 2.558 0.823 -1.930 -0.221 -0.83
C -4.687 3.471 2.203 0.572 1.180 -0.548 0.71
C -5.909 2.830 1.910 0.785 -1.529 0.007 -0.92
C -5.883 1.498 1.452 -1.842 2.038 0.800 -0.89
C -4.706 0.889 1.140 2.171 0.163 -0.303 -0.48
C -3.444 1.518 1.215 -1.949 0.480 1.354 0.67
C -3.463 2.825 1.859 -0.962 -1.394 -1.386 0.05
H 0.449 5.990 -3.352 -0.032 0.364 -0.160 0.45
H -1.894 5.189 -2.896 -0.049 -0.023 0.030 0.45
H -2.362 3.582 -1.118 0.666 0.573 0.174 0.13
H 1.681 3.723 0.101 0.504 0.101 0.113 0.55
H 2.217 5.356 -1.607 -0.237 -0.231 -0.490 0.42
H 1.464 1.220 0.889 -0.108 0.167 0.515 0.35
H 3.323 0.787 2.414 0.652 -0.017 0.047 0.65
H 3.371 1.715 4.610 -0.199 0.408 0.680 0.40
H 1.288 2.890 5.582 0.213 0.019 -1.120 0.37
H -0.447 3.548 3.949 -1.266 0.654 0.519 0.58
H -1.226 5.235 2.483 -0.214 0.403 -0.322 0.54
H -3.341 6.517 2.917 0.233 0.117 0.313 0.38
H -5.559 5.367 2.626 -0.076 0.602 0.362 0.44
H -6.806 3.390 2.059 -0.608 0.020 0.099 0.43
H -6.815 0.946 1.292 0.279 0.363 0.046 0.45
H -4.781 -0.090 0.747 0.172 -1.008 -0.420 0.66
C -3.245 -7.162 2.494 0.397 1.655 -3.469 -0.99
O -3.078 -5.757 2.074 0.394 -0.553 0.724 -0.19
C -4.110 -5.042 1.586 -1.499 0.903 -0.850 0.21
C -5.492 -5.076 2.000 2.008 0.079 -1.460 -0.58
C -6.420 -4.269 1.309 1.997 -0.557 0.164 -0.82
C -6.025 -3.496 0.222 -2.511 0.989 -0.211 -0.48
C -4.726 -3.429 -0.148 0.516 0.685 -0.854 -0.52
C -3.784 -4.147 0.517 1.607 -0.277 1.497 0.93
N -2.447 -4.039 0.015 0.082 -0.364 -0.022 0.14
C -1.271 -3.992 0.670 -0.546 -0.170 0.793 -1.20
C -1.146 -3.243 1.851 -0.127 -1.104 0.680 0.68
C -0.675 -3.928 3.003 -1.063 1.460 2.382 -0.64
C -0.995 -3.396 4.285 1.154 0.465 -2.838 -1.16
C -1.471 -2.038 4.307 0.673 -0.799 1.052 -0.57
C -1.749 -1.293 3.200 -0.365 0.518 -0.561 -0.66
C -1.721 -1.937 1.924 -1.027 0.064 -0.613 1.22
O -2.217 -1.446 0.829 -0.039 1.040 1.217 -0.33
H -2.264 -7.589 2.296 -0.021 -0.099 0.548 0.26
H -3.915 -7.573 1.737 -0.279 -0.434 0.491 0.42
H -3.585 -7.210 3.470 -0.594 -0.317 1.875 0.34
H -5.746 -5.834 2.728 -0.357 0.311 0.253 0.48
H -7.398 -4.229 1.666 -1.585 -0.106 0.307 0.47
H -6.764 -2.862 -0.351 0.755 -0.891 0.873 0.38
H -4.404 -2.793 -0.975 -0.149 -0.081 0.171 0.21
H -2.437 -3.750 -0.940 0.343 -0.623 -1.025 0.17
H -0.472 -4.677 0.385 0.029 0.430 -0.554 0.39
H -0.229 -4.902 2.944 0.158 -0.301 -0.240 0.50
H -0.622 -3.905 5.157 -0.320 0.029 0.284 0.45
H -1.538 -1.559 5.286 -0.155 -0.110 -0.231 0.43
H -2.102 -0.236 3.292 0.269 -1.057 -0.185 0.11
O -0.964 -3.322 -5.560 -2.036 0.650 -0.644 -0.61
N -2.095 -2.796 -5.508 0.631 -0.469 1.050 0.97
O -2.970 -2.777 -6.355 1.150 -0.427 -0.083 -0.61
C -2.409 -2.092 -4.249 -0.652 -0.366 0.559 -0.57
C -1.576 -2.248 -3.136 -0.034 0.894 -1.699 -0.74
C -1.646 -1.236 -2.161 2.589 -2.089 0.993 0.46
C -2.637 -0.268 -2.111 -0.875 0.427 -2.211 0.99
O -2.661 0.816 -1.415 -0.074 -0.282 0.535 -0.35
C -3.642 -0.447 -3.108 0.425 0.308 0.062 -0.57
C -3.562 -1.298 -4.210 0.738 0.117 0.687 -0.93
N -4.715 0.514 -3.014 -4.601 1.768 -1.443 1.10
O -4.542 1.750 -3.016 0.428 -2.846 0.223 -0.53
O -5.906 0.034 -3.088 3.378 0.763 0.498 -0.61
N -0.521 -1.245 -1.270 -0.334 -2.693 -0.830 1.02
O -0.342 -0.304 -0.423 2.116 1.336 0.059 -0.40
O 0.176 -2.339 -1.128 -0.830 1.219 -0.253 -0.80
H -0.754 -2.973 -3.246 -0.409 0.734 0.542 0.60
H -4.281 -1.347 -5.019 0.013 0.298 0.214 0.62
C 7.434 0.540 0.679 0.384 0.670 0.471 -1.26
C 6.106 1.326 0.512 0.762 0.348 0.031 0.37
C 6.508 2.823 0.509 -0.145 -0.222 -0.878 -1.30
Sb 5.084 0.924 -1.472 2.143 -0.742 0.246 0.74
C 6.900 1.343 -2.702 -1.386 -1.127 -0.266 0.24
C 6.343 2.155 -3.853 0.032 1.255 -0.600 -1.23
C 7.675 0.058 -3.086 -0.044 1.823 -1.229 -1.34
C 4.504 -1.185 -2.008 -2.800 1.341 1.019 0.30
C 5.172 -2.150 -1.042 -0.209 -0.736 -0.224 -1.07
C 4.468 -1.431 -3.506 1.034 -0.606 -0.961 -1.33
H 7.362 -0.516 0.582 -0.238 -0.954 -0.289 0.38
H 7.845 0.681 1.709 -0.606 0.182 -0.536 0.43
H 8.258 0.904 0.036 -0.637 -0.125 -0.018 0.30
H 5.404 1.092 1.321 0.102 0.072 -0.350 0.15
H 7.282 3.006 -0.297 -0.782 -0.024 1.186 0.34
H 6.878 3.079 1.499 0.456 -0.074 -0.035 0.44
H 5.677 3.507 0.358 -0.201 -0.002 -0.224 0.31
H 7.463 1.945 -2.011 0.384 0.333 0.028 0.31
H 5.565 1.653 -4.506 1.077 0.342 0.771 0.22
H 7.202 2.507 -4.471 -0.724 -0.258 0.035 0.39
H 5.869 3.082 -3.430 0.310 -0.668 -0.565 0.37
H 7.194 -0.498 -3.873 -0.610 -0.227 -0.121 0.33
H 7.776 -0.553 -2.234 0.729 -0.852 0.839 0.35
H 8.635 0.343 -3.593 -0.438 -0.153 0.977 0.38
H 3.437 -0.960 -1.679 0.984 -0.978 -0.351 0.18
H 6.257 -2.067 -1.127 -0.037 -0.308 0.177 0.24
H 4.864 -3.203 -1.286 0.326 0.870 -0.066 0.40
H 4.845 -2.019 0.003 0.229 0.270 -0.417 0.32
H 5.463 -1.723 -3.881 -0.232 -0.158 0.288 0.31
H 4.260 -0.546 -4.130 -0.468 -0.245 0.492 0.36
H 3.785 -2.275 -3.804 0.399 0.940 0.585 0.39
```
Forces are in eV/Å.

## Properties
* orbital gap (alpha / beta): 5.53 / 3.28 eV
* expectation value of S²: 8.8158
* 2S+1: 6
* LUMO energy (alpha / beta): -2.801 / -6.385 eV
* molecular weight: 1118.80 g mol⁻¹
* total charge: +1


Record 2
A 9-piece molecular cluster, C51H53FO3 overall in a non-equilibrium geometry. Source: the OMol25 dataset; level of theory: ωB97M-V/def2-TZVPD.

```
108
Properties=species:S:1:pos:R:3:forces:R:3:mulliken_charge:R:1
C -28.223 16.298 13.206 -1.626 -0.748 0.701 -0.71
O -28.083 17.340 12.237 0.071 -1.482 -0.183 -0.29
C -27.167 18.253 12.453 -0.831 2.553 0.444 0.73
O -26.381 18.275 13.357 0.538 -0.012 -0.601 -0.53
O -27.517 19.298 11.611 0.095 -0.890 0.761 -0.29
C -26.676 20.413 11.361 1.463 -0.653 -1.192 -0.69
H -27.486 15.517 13.392 0.903 0.706 -0.715 0.30
H -29.101 15.738 12.882 -0.010 0.137 -0.294 0.28
H -28.516 16.669 14.187 0.312 0.534 -0.053 0.32
H -27.213 21.139 10.750 -0.442 0.029 0.717 0.26
H -25.920 20.063 10.659 0.310 -0.096 -0.111 0.30
H -26.079 20.839 12.168 -0.783 -0.076 0.527 0.32
F -18.615 24.500 14.669 -0.188 -1.285 0.109 -0.29
C -18.579 23.124 14.645 0.925 -0.657 0.175 0.36
C -19.115 22.447 13.542 -0.769 -0.433 0.564 -0.29
C -19.110 21.023 13.450 0.501 1.958 0.899 -0.42
C -18.415 20.344 14.437 -0.548 -0.318 0.297 -0.33
C -17.855 20.988 15.539 -0.342 1.085 -1.366 -0.35
C -17.933 22.406 15.667 -0.128 -1.848 -0.091 -0.39
H -19.741 23.050 12.903 0.202 -0.017 -0.454 0.35
H -19.670 20.503 12.687 0.125 0.111 -0.140 0.36
H -18.448 19.265 14.468 0.228 -0.160 -0.264 0.32
H -17.321 20.326 16.205 -0.020 0.495 0.576 0.35
H -17.543 22.720 16.624 0.013 1.069 -0.302 0.35
C -24.975 32.333 8.332 0.974 -0.134 0.272 -0.28
C -24.951 30.924 8.552 1.659 0.717 0.321 -0.40
C -24.098 30.410 9.537 -0.265 1.577 1.218 -0.29
C -23.416 31.311 10.420 -0.164 -0.199 -0.760 -0.39
C -23.410 32.667 10.169 -1.510 0.966 -1.106 -0.29
C -24.197 33.207 9.115 0.339 -1.977 0.041 -0.35
H -25.420 32.776 7.453 -0.506 -0.270 -0.022 0.31
H -25.348 30.183 7.874 -0.580 0.359 -0.167 0.33
H -24.029 29.348 9.720 0.006 -0.076 -0.108 0.35
H -22.839 31.020 11.285 0.030 -0.666 -0.106 0.33
H -22.900 33.418 10.753 0.386 -0.403 0.371 0.33
H -24.061 34.244 8.844 -0.368 0.105 0.046 0.35
C -17.257 10.877 18.259 1.528 0.620 -0.267 -0.42
C -18.234 10.765 17.283 -0.196 -1.264 2.534 -0.23
C -18.038 11.206 16.021 0.214 0.333 0.348 -0.42
C -16.924 12.002 15.838 0.561 -0.274 -1.988 -0.24
C -15.892 12.206 16.771 -1.764 -0.067 -0.648 -0.45
C -16.047 11.567 17.979 -0.850 0.055 0.643 -0.25
H -17.348 10.405 19.227 -0.283 0.060 0.067 0.34
H -19.142 10.259 17.576 -0.152 -0.229 -0.185 0.33
H -18.784 10.853 15.324 0.252 0.752 -0.721 0.35
H -16.820 12.320 14.811 0.402 0.615 -0.054 0.30
H -15.116 12.921 16.543 0.282 -0.292 0.044 0.37
H -15.292 11.725 18.736 0.007 -0.308 0.227 0.33
C -21.344 28.192 22.729 -1.860 0.931 2.925 -0.35
C -21.846 28.715 23.968 0.588 -0.554 -0.918 -0.37
C -21.005 28.854 25.078 -2.522 0.937 -0.110 -0.26
C -19.730 28.471 25.048 1.919 -1.080 -1.167 -0.40
C -19.250 27.933 23.840 1.246 0.345 0.870 -0.28
C -20.022 27.826 22.710 -0.223 0.281 -0.980 -0.40
H -22.058 28.059 21.930 0.318 0.077 -0.329 0.37
H -22.874 29.017 24.103 -0.140 -0.005 -0.341 0.33
H -21.354 29.335 25.981 -0.429 -0.041 0.059 0.33
H -19.136 28.619 25.938 0.416 -0.212 -0.183 0.37
H -18.202 27.684 23.772 0.125 -0.142 -0.011 0.33
H -19.641 27.599 21.726 0.563 -0.540 0.183 0.34
C -12.854 21.475 22.587 -0.348 -0.796 0.339 -0.45
C -14.128 20.954 22.303 -0.225 -0.366 0.236 -0.23
C -14.339 19.678 21.775 1.377 0.985 -0.301 -0.44
C -13.186 18.997 21.345 -0.905 0.144 0.533 -0.23
C -11.930 19.513 21.602 0.654 0.177 1.026 -0.40
C -11.714 20.728 22.305 -1.340 -0.806 -0.595 -0.30
H -12.818 22.331 23.245 0.197 0.362 -0.304 0.33
H -15.003 21.502 22.620 -0.010 0.222 0.092 0.33
H -15.344 19.283 21.736 0.058 -0.146 -0.262 0.38
H -13.252 17.999 20.937 -0.063 -0.054 -0.123 0.35
H -11.131 18.799 21.472 0.447 0.310 -0.323 0.29
H -10.758 21.018 22.714 0.156 -0.030 -0.320 0.37
C -11.877 27.453 18.890 -0.108 0.423 -1.488 -0.45
C -11.637 28.320 19.940 -1.016 -0.404 -0.190 -0.33
C -12.569 29.325 20.147 0.525 1.036 0.550 -0.34
C -13.573 29.635 19.237 0.464 0.123 1.223 -0.27
C -13.722 28.849 18.139 0.634 0.288 -1.201 -0.37
C -12.860 27.783 17.924 0.019 -0.473 0.753 -0.26
H -11.192 26.635 18.726 -0.050 -0.148 -0.179 0.34
H -10.762 28.190 20.560 -0.160 -0.019 0.273 0.36
H -12.410 29.977 20.994 -0.074 0.175 0.117 0.32
H -14.165 30.532 19.341 -0.104 -0.021 0.263 0.34
H -14.328 29.268 17.349 -0.411 -0.586 -0.205 0.32
H -12.991 27.250 16.994 0.278 -0.397 0.087 0.34
C -26.402 24.936 16.838 -1.577 0.474 0.745 -0.40
C -27.690 24.604 17.359 2.216 1.617 -1.308 -0.31
C -28.650 25.633 17.372 -0.021 -2.437 0.545 -0.42
C -28.357 26.914 16.994 0.036 1.219 -0.681 -0.28
C -27.136 27.240 16.413 -0.159 -1.247 0.576 -0.39
C -26.175 26.237 16.368 0.483 -0.054 -0.319 -0.27
H -25.654 24.157 16.869 0.301 0.202 -0.272 0.36
H -27.759 23.574 17.678 -0.872 0.091 0.155 0.36
H -29.637 25.276 17.630 -0.322 0.661 0.378 0.32
H -29.064 27.725 17.087 -0.457 -0.208 -0.016 0.34
H -26.947 28.211 15.979 0.048 0.089 0.214 0.37
H -25.235 26.542 15.933 0.328 -0.408 -0.020 0.32
C -22.119 13.268 8.816 -0.243 0.479 1.700 -0.10
C -21.677 12.061 8.295 -0.382 1.065 -1.278 -0.54
C -21.547 11.992 6.890 -0.360 -0.236 1.253 -0.17
C -21.891 13.100 6.120 0.717 -0.638 0.044 -0.55
C -22.265 14.281 6.726 -0.672 1.384 0.301 -0.10
C -22.411 14.425 8.101 0.602 -1.742 -1.054 -0.58
H -22.252 13.294 9.888 0.012 0.061 0.273 0.29
H -21.519 11.267 9.009 0.218 -0.296 -0.384 0.36
H -21.248 11.059 6.436 0.087 0.024 -0.202 0.36
H -21.768 12.993 5.052 -0.194 0.317 -0.135 0.34
H -22.531 15.197 6.219 0.164 -0.212 -0.902 0.31
H -22.746 15.374 8.492 0.048 -0.205 0.386 0.38
```
Forces are in eV/Å.

## Properties
* orbital gap: 9.64 eV
* SMILES: COC(=O)OC.Fc1ccccc1.c1ccccc1.c1ccccc1.c1ccccc1.c1ccccc1.c1ccccc1.c1ccccc1.c1ccccc1
* LUMO energy: 0.527 eV
* molecular weight: 732.98 g mol⁻¹
* total charge: 0


| no. | total energy (Eh) |
| --- | --- |
| 1 | -3546.46709 |
| 2 | -2300.58906 |